Molecular formula: C3H11N2O2
Method: DFT, the ωB97M-V functional and the def2-TZVPD basis

Positions of all 18 atoms, in Å:
O  2.04107  0.29218  1.50443
O  -2.44189  -0.65897  -2.09648
N  0.17109  0.05608  -2.12660
N  -0.50146  -0.17441  1.38915
C  0.45880  0.36018  -0.70787
C  0.06305  -0.71058  0.18539
C  0.65146  0.23898  2.03141
H  -3.25084  -0.52614  -1.54506
H  -0.25309  1.16095  -0.43766
H  -0.62143  -1.42543  -0.29075
H  -0.57611  2.90331  1.53354
H  0.71494  0.23814  3.08974
H  -0.93344  2.42554  1.89681
H  1.49816  0.71934  -0.51156
H  1.12178  1.07663  1.37879
H  0.85462  -1.31740  0.61743
H  0.77077  -0.55466  -2.68805
H  -0.84601  -0.26917  -2.19823

Forces on atoms 1 to 3 (eV/Å):
-3.7 0.9 0.9
-1.0 0.0 0.6
-0.3 0.4 -0.2

**Kohn-Sham gap**: 5.825 eV
**Net charge**: -1
**E_LUMO**: 0.1042 hartree

Results of the Löwdin charge analysis, in e, for atoms 1 through 4:
1. O -0.130
2. O -0.572
3. N -0.039
4. N 0.113


Molecular formula: C3H11N2O2
Method: DFT, the ωB97M-V functional and the def2-TZVPD basis

Positions of all 18 atoms, in Å:
O  -0.60776  -0.83508  -3.34034
O  -0.17713  1.26587  2.23251
N  0.83690  0.78277  -1.90578
N  -0.99137  -0.60026  1.09575
C  -0.87429  0.14477  -0.19908
C  -0.67947  0.05254  2.11733
C  0.57573  0.58120  -0.49002
H  -0.70856  -0.50993  3.05479
H  -1.56095  0.99138  -0.08828
H  0.53540  0.65600  1.83270
H  1.42806  -1.61391  2.45765
H  1.20319  -0.25392  -0.14467
H  0.14114  1.39338  -2.32247
H  2.02424  -1.73947  2.88435
H  -1.36333  -1.19804  -3.80338
H  0.50768  -0.09799  -2.39491
H  0.90530  1.48706  0.02440
H  -1.19476  -0.50636  -1.01054

Forces on atoms 1 to 3 (eV/Å):
-0.2 -0.2 -0.1
2.2 0.7 -0.7
0.1 -1.0 -0.3

**Kohn-Sham gap**: 6.547 eV
**Net charge**: -1
**E_LUMO**: 0.1266 hartree

Results of the Löwdin charge analysis, in e, for atoms 1 through 4:
1. O -0.542
2. O 0.024
3. N -0.050
4. N 0.055


Molecular formula: C3H11N2O2
Method: DFT, the ωB97M-V functional and the def2-TZVPD basis

Positions of all 18 atoms, in Å:
O  -1.66658  0.45388  0.92247
O  -0.46243  1.98612  -0.84608
N  0.30198  0.67764  2.05888
N  -1.28742  -1.17303  -0.82859
C  -0.44304  0.20397  0.99332
C  1.52726  -0.63394  -0.62804
C  0.06183  -0.87679  -0.05070
H  1.50186  -0.39230  -1.71306
H  -1.14876  -1.03541  -1.79134
H  0.36289  2.16569  -1.43007
H  2.14025  0.09630  -0.26853
H  1.29804  0.70062  2.07547
H  1.91283  -1.55402  -0.33211
H  -1.57289  -2.20934  -0.73005
H  -0.09253  1.23324  2.81097
H  -2.03972  -0.54949  -0.53162
H  0.13454  -1.90101  0.65872
H  -0.52810  2.80787  -0.36965

Forces on atoms 1 to 3 (eV/Å):
2.0 -0.3 0.8
2.8 0.0 -2.3
-0.2 -0.7 -1.4

**Kohn-Sham gap**: 10.867 eV
**Net charge**: +1
**E_LUMO**: -0.1254 hartree

Results of the Löwdin charge analysis, in e, for atoms 1 through 4:
1. O -0.011
2. O -0.060
3. N 0.192
4. N 0.219